[1]
{"formula": "C28H15Cl4F2N3O4SV", "method": "ωB97M-V/def2-TZVPD", "orbital_gap_ev": [6.87, 7.06], "multiplicity": 3, "energy_ev": -133993.9234, "charge": -1, "s2": 2.01, "homo_energy_ev": [-4.36, -4.55], "molar_mass_g_mol": 720.26, "relative_energy_ev": 0.547, "species": ["V", "O", "C", "O", "C", "C", "C", "C", "C", "N", "H", "H", "H", "H", "F", "C", "C", "C", "C", "C", "F", "C", "C", "C", "C", "C", "C", "N", "H", "H", "H", "H", "H", "H", "Cl", "C", "C", "Cl", "C", "Cl", "C", "O", "C", "O", "C", "Cl", "S", "C", "N", "C", "C", "C", "C", "H", "H", "H", "H", "H"], "coordinates": [[-0.12191, 0.86566, 0.48633], [-2.69492, -2.31339, -0.06524], [-1.52128, -2.02534, 0.19305], [-1.11743, -0.84549, 0.40987], [-0.50892, -3.15886, 0.25020], [-0.92103, -4.43641, -0.11806], [-0.00444, -5.47039, -0.06598], [1.28730, -5.19464, 0.35638], [1.59904, -3.88980, 0.70576], [0.72698, -2.88791, 0.65554], [-1.94448, -4.58089, -0.43075], [-0.29112, -6.47558, -0.34931], [2.04049, -5.96924, 0.41540], [2.59852, -3.63190, 1.04115], [-1.72085, 1.54123, 5.76483], [-0.78987, 1.09238, 4.88757], [-0.97324, 1.29679, 3.53694], [-0.02247, 0.84366, 2.62336], [1.11826, 0.17591, 3.12613], [1.24330, -0.01297, 4.49762], [2.31246, -0.67418, 5.02327], [0.30881, 0.43547, 5.40581], [2.10847, -0.27368, 2.12755], [3.34288, -0.87516, 2.38862], [4.17432, -1.20249, 1.33440], [3.77782, -0.94296, 0.03109], [2.54056, -0.36006, -0.15691], [1.74364, -0.04004, 0.85732], [-1.87333, 1.80155, 3.20654], [0.43347, 0.27356, 6.46614], [3.64410, -1.07300, 3.40293], [5.13600, -1.66007, 1.53341], [4.40424, -1.17896, -0.81730], [2.15294, -0.14058, -1.14494], [2.18700, 5.64053, -3.73998], [1.43507, 4.20370, -3.12971], [0.77204, 3.34230, -3.98430], [0.68322, 3.68916, -5.68100], [0.16984, 2.18065, -3.48046], [-0.57588, 1.03001, -4.54346], [0.20035, 1.88537, -2.12041], [-0.27486, 0.79817, -1.57773], [0.85505, 2.79902, -1.23884], [0.91598, 2.43027, 0.02631], [1.49326, 3.91345, -1.75690], [2.33660, 4.95430, -0.66090], [-2.33556, 2.32160, 0.42253], [-3.00869, 1.71526, -1.02093], [-3.27696, 0.39769, -1.14686], [-3.78404, -0.18039, -2.25153], [-4.11380, 0.57749, -3.33352], [-3.88232, 1.96130, -3.25859], [-3.34985, 2.52066, -2.12945], [-2.98998, -0.22095, -0.38714], [-3.88815, -1.25354, -2.18959], [-4.51076, 0.11425, -4.22364], [-4.10581, 2.58984, -4.11127], [-3.14007, 3.57763, -2.06134]], "atomic_forces_ev_per_a": [[-0.4, 0.5, -0.1], [0.0, 0.0, -0.1], [-0.1, 0.0, 0.0], [0.1, -0.2, 0.2], [0.0, 0.0, 0.0], [0.0, 0.0, 0.0], [0.0, 0.0, 0.0], [0.0, 0.0, 0.0], [0.0, 0.0, 0.0], [0.0, 0.0, 0.0], [0.0, 0.0, 0.0], [0.0, 0.0, 0.0], [0.0, 0.0, 0.0], [0.0, 0.0, 0.0], [0.0, 0.0, 0.0], [0.0, 0.0, 0.0], [0.0, 0.0, 0.0], [0.1, 0.0, 0.0], [0.0, 0.0, 0.0], [0.0, 0.0, 0.0], [0.0, 0.0, 0.0], [0.0, 0.0, 0.0], [0.0, 0.0, 0.0], [0.0, 0.0, 0.0], [0.0, 0.0, 0.0], [0.0, 0.0, 0.0], [0.0, 0.0, 0.0], [0.0, 0.0, -0.1], [0.0, 0.0, 0.0], [0.0, 0.0, 0.0], [0.0, 0.0, 0.0], [0.0, 0.0, 0.0], [0.0, 0.0, 0.0], [0.0, 0.0, 0.0], [0.0, 0.0, 0.0], [0.0, 0.0, 0.0], [0.0, 0.0, 0.0], [0.0, 0.0, 0.0], [0.0, 0.0, 0.0], [-0.1, 0.0, 0.0], [0.1, 0.0, 0.0], [0.1, -0.1, 0.0], [0.2, -0.2, 0.0], [0.0, 0.0, 0.1], [-0.2, 0.1, 0.0], [0.0, 0.0, 0.0], [0.2, -0.1, 0.0], [-0.1, 0.1, 0.0], [0.1, 0.0, -0.1], [0.0, 0.0, 0.1], [0.0, 0.0, 0.0], [0.0, 0.0, 0.0], [0.1, 0.0, 0.0], [0.1, -0.1, 0.1], [0.0, 0.0, 0.0], [0.0, 0.0, 0.0], [0.0, 0.0, 0.0], [0.0, 0.0, 0.0]]}


[2]
{"formula": "C28H16BaBr2F4P", "method": "ωB97M-V/def2-TZVPD", "orbital_gap_ev": 6.97, "energy_ev": -190226.3576, "charge": 1, "homo_energy_ev": -10.45, "molar_mass_g_mol": 756.54, "species": ["Ba", "Br", "C", "C", "C", "C", "C", "C", "C", "C", "C", "C", "H", "H", "H", "H", "H", "H", "F", "C", "C", "F", "C", "F", "C", "P", "C", "C", "C", "C", "C", "C", "C", "C", "C", "C", "C", "C", "C", "Br", "C", "F", "H", "H", "H", "H", "H", "H", "H", "H", "H", "H"], "coordinates": [[-0.27422, 0.07536, 0.44324], [-2.65022, 1.37142, 1.83923], [-4.04143, 0.32064, 0.96207], [-5.27061, 0.89367, 1.02108], [-6.37856, 0.13287, 0.58074], [-6.19564, -1.15714, 0.18630], [-4.89844, -1.73552, 0.14669], [-4.72696, -3.10188, -0.20061], [-3.48415, -3.65074, -0.27061], [-2.34434, -2.82502, -0.09276], [-2.40047, -1.49429, 0.28648], [-3.74141, -0.97885, 0.46618], [-5.40991, 1.88657, 1.42536], [-7.36590, 0.57373, 0.60413], [-7.04449, -1.76768, -0.09872], [-5.60954, -3.70189, -0.39118], [-3.37256, -4.70377, -0.50045], [-1.37777, -3.30587, -0.25299], [-1.18476, 8.33848, 0.59340], [-0.58351, 7.17777, 0.38793], [0.75791, 7.04141, 0.66220], [1.44601, 8.07875, 1.12014], [1.38401, 5.82665, 0.43792], [2.69838, 5.79038, 0.67897], [0.70503, 4.72030, -0.04343], [1.45963, 3.07278, -0.29306], [3.00476, 3.02994, 0.66709], [4.24527, 2.77822, 0.08916], [5.37218, 2.62719, 0.89298], [5.26793, 2.72742, 2.27081], [4.02841, 2.96581, 2.85562], [2.90452, 3.10302, 2.05867], [1.96948, 3.13318, -2.03545], [1.59764, 2.10219, -2.89037], [1.97263, 2.10706, -4.22875], [2.72403, 3.16281, -4.72082], [3.09562, 4.20787, -3.87987], [2.72055, 4.19326, -2.54653], [-0.65456, 4.89848, -0.34653], [-1.69030, 3.54837, -1.16986], [-1.28919, 6.10246, -0.12909], [-2.57334, 6.28685, -0.41452], [4.34953, 2.71002, -0.98615], [6.33558, 2.44064, 0.43663], [6.14745, 2.62242, 2.89233], [3.94008, 3.04697, 3.93115], [1.94253, 3.29432, 2.52640], [0.99015, 1.28226, -2.51993], [1.67564, 1.29843, -4.88312], [3.01896, 3.17747, -5.76218], [3.67931, 5.03346, -4.26563], [3.02134, 5.00746, -1.89570]], "atomic_forces_ev_per_a": [[0.4, -0.2, -0.2], [-0.3, 0.0, 0.1], [0.2, 0.0, 0.1], [-0.2, -0.2, -0.1], [0.0, 0.1, 0.0], [0.1, -0.1, 0.0], [-0.1, -0.2, -0.1], [-0.1, 0.0, 0.0], [0.0, 0.2, -0.2], [0.1, 0.1, 0.2], [-0.5, 0.2, 0.1], [0.2, 0.2, 0.0], [0.0, 0.0, 0.0], [0.0, 0.0, 0.0], [0.0, 0.0, 0.0], [0.0, 0.0, 0.0], [0.1, 0.1, 0.0], [0.0, 0.0, 0.0], [0.0, -0.1, 0.0], [-0.1, 0.2, 0.0], [0.1, 0.2, 0.1], [0.0, -0.1, 0.0], [0.2, 0.1, 0.0], [-0.1, 0.0, 0.0], [-0.1, 0.0, 0.0], [-0.1, -0.3, -0.2], [0.0, 0.0, 0.1], [0.1, 0.0, 0.0], [-0.1, 0.0, 0.0], [0.0, 0.0, 0.0], [0.0, 0.0, 0.0], [0.0, 0.0, 0.0], [0.1, 0.1, -0.1], [0.0, -0.1, -0.1], [0.0, 0.1, 0.1], [0.0, 0.0, 0.0], [0.0, -0.1, 0.0], [0.0, 0.1, 0.0], [0.0, -0.1, 0.0], [0.0, -0.1, 0.0], [-0.1, 0.2, 0.0], [0.0, -0.1, 0.0], [0.0, 0.0, 0.0], [0.0, 0.0, 0.0], [0.0, 0.0, 0.0], [0.0, 0.0, 0.0], [0.0, 0.0, 0.0], [0.0, 0.0, 0.0], [0.0, 0.0, 0.0], [0.0, 0.0, 0.0], [0.0, 0.0, 0.0], [0.0, 0.0, 0.0]]}


[3]
{"formula": "C28H16Cl2N8OPt", "method": "ωB97M-V/def2-TZVPD", "orbital_gap_ev": [4.73, 5.99], "multiplicity": 5, "energy_ev": -71537.8815, "charge": 2, "s2": 6.07, "homo_energy_ev": [-11.24, -14.34], "molar_mass_g_mol": 746.48, "relative_energy_ev": 0.000, "species": ["Pt", "C", "C", "N", "C", "C", "N", "C", "C", "C", "C", "C", "N", "C", "C", "N", "C", "C", "N", "C", "C", "C", "N", "C", "C", "H", "H", "H", "H", "H", "H", "H", "H", "H", "H", "H", "H", "Cl", "C", "C", "C", "Cl", "C", "C", "C", "C", "N", "C", "C", "O", "H", "H", "H", "H", "N", "C"], "coordinates": [[0.21565, -0.21810, 0.54465], [-2.43784, 2.15955, -2.45974], [-1.76884, 1.10967, -1.85823], [-1.02349, 1.30993, -0.77725], [-0.91777, 2.53842, -0.27348], [-1.62386, 3.57788, -0.88394], [-2.36971, 3.39111, -1.95820], [-0.01668, 2.71028, 0.88141], [0.09078, 3.87894, 1.57201], [1.00236, 4.00311, 2.65305], [1.76617, 2.85153, 2.97195], [1.59662, 1.68977, 2.28019], [0.73766, 1.61839, 1.21495], [2.31143, 0.44521, 2.62211], [3.16974, 0.30216, 3.71479], [3.77533, -0.83810, 3.99443], [3.55940, -1.87300, 3.18568], [2.71519, -1.76124, 2.09712], [2.10172, -0.61164, 1.83424], [1.13042, 5.21816, 3.39833], [0.06530, 6.16006, 3.45658], [0.19855, 7.31261, 4.18860], [1.36017, 7.46268, 4.80012], [2.43136, 6.68923, 4.82110], [2.32609, 5.52262, 4.10711], [-3.03730, 2.01517, -3.34904], [-1.84123, 0.09886, -2.24182], [-1.57978, 4.58856, -0.50048], [-0.49903, 4.72979, 1.26782], [2.45611, 2.87618, 3.80081], [3.36245, 1.12337, 4.39197], [4.06185, -2.80245, 3.41895], [2.53134, -2.59146, 1.42723], [-0.88636, 5.97953, 2.98006], [-0.57642, 8.05863, 4.30580], [3.31778, 7.00329, 5.35649], [3.19452, 4.88264, 4.06243], [2.51516, -0.35234, -3.99791], [1.57135, -1.55916, -3.28356], [1.28878, -2.73595, -3.95378], [0.52012, -3.72627, -3.36310], [0.20940, -5.15060, -4.22182], [-0.02734, -3.56519, -2.03756], [-0.79723, -4.52770, -1.36387], [-1.26106, -4.25434, -0.09965], [-0.98375, -3.01870, 0.48737], [-0.26253, -2.10101, -0.14577], [0.22771, -2.36764, -1.38017], [1.07223, -1.33156, -1.95722], [1.34489, -0.29797, -1.29381], [1.67714, -2.88428, -4.95212], [-1.01379, -5.47550, -1.83833], [-1.84825, -4.97809, 0.44671], [-1.35480, -2.75635, 1.46953], [-1.55153, -0.34220, 3.08531], [-0.90448, -0.30155, 2.13271]], "atomic_forces_ev_per_a": [[0.2, 0.2, -0.1], [0.0, 0.1, 0.1], [-0.1, -0.1, 0.0], [-0.1, -0.3, 0.1], [0.0, 0.1, -0.1], [0.0, 0.0, 0.0], [0.0, 0.0, 0.0], [0.0, 0.0, 0.0], [0.0, 0.0, 0.1], [0.0, 0.1, 0.1], [0.0, 0.1, -0.1], [0.0, 0.1, 0.0], [0.0, -0.2, 0.0], [0.1, 0.0, 0.0], [0.0, 0.0, 0.0], [0.0, 0.0, 0.0], [0.0, 0.1, 0.0], [0.0, 0.0, 0.0], [-0.2, -0.1, 0.0], [0.0, -0.1, -0.1], [0.2, 0.0, -0.1], [0.0, 0.1, 0.0], [0.0, 0.0, 0.0], [0.0, 0.0, 0.0], [-0.2, 0.0, 0.0], [0.0, 0.0, 0.0], [0.0, 0.0, 0.0], [0.0, 0.0, 0.0], [0.0, 0.0, 0.0], [0.0, 0.0, 0.0], [0.0, 0.0, 0.0], [0.0, 0.0, 0.0], [0.0, 0.0, 0.0], [0.0, 0.0, 0.0], [0.0, 0.0, 0.1], [0.0, 0.1, 0.0], [0.0, 0.0, 0.0], [0.0, 0.0, 0.0], [0.1, 0.1, 0.1], [0.0, -0.1, 0.0], [0.0, 0.0, 0.0], [0.0, -0.1, 0.0], [0.0, -0.1, -0.1], [0.0, -0.1, 0.0], [0.0, 0.0, 0.0], [-0.1, 0.0, 0.0], [0.0, 0.0, 0.0], [0.1, 0.1, 0.1], [0.0, 0.0, 0.0], [-0.1, 0.0, 0.0], [0.0, 0.0, 0.0], [0.0, 0.0, 0.0], [0.0, 0.0, 0.0], [0.0, 0.0, 0.0], [0.0, -0.1, 0.0], [-0.1, 0.0, 0.0]]}


[4]
{"formula": "C28H16F5IPRhS4", "method": "ωB97M-V/def2-TZVPD", "orbital_gap_ev": [4.92, 4.92], "energy_ev": -106620.7356, "charge": 0, "homo_energy_ev": [-6.67, -6.67], "molar_mass_g_mol": 836.48, "species": ["Rh", "S", "S", "S", "S", "I", "C", "C", "C", "C", "C", "C", "C", "C", "C", "P", "C", "C", "C", "C", "C", "C", "C", "C", "C", "C", "C", "C", "C", "H", "H", "H", "H", "H", "H", "H", "H", "H", "H", "H", "H", "H", "H", "H", "H", "F", "C", "C", "C", "F", "C", "F", "C", "F", "C", "F"], "coordinates": [[0.39682, 0.19660, -0.27680], [-1.57474, -0.59230, 0.98588], [-1.14762, -2.21869, 1.89203], [0.47144, -3.02769, 1.32860], [1.28472, -1.98744, -0.07995], [-0.25042, -0.20397, -2.86692], [1.02675, 1.34006, -3.51956], [1.94868, 0.94411, -4.44115], [2.69192, 1.90565, -5.16120], [2.39681, 3.22358, -5.01502], [1.43582, 3.65640, -4.06233], [1.08802, 5.02456, -3.98423], [0.19066, 5.46666, -3.05896], [-0.29106, 4.56906, -2.08889], [0.02039, 3.23108, -2.10974], [-0.42948, 2.30446, -0.56877], [-2.26176, 2.38235, -0.62621], [-2.92139, 2.41163, -1.85664], [-4.30806, 2.45891, -1.91809], [-5.05574, 2.49276, -0.74917], [-4.41445, 2.42997, 0.47852], [-3.02917, 2.35675, 0.54097], [0.12037, 3.55478, 0.65769], [1.50450, 3.72690, 0.74551], [2.05521, 4.59323, 1.67402], [1.22771, 5.31597, 2.52657], [-0.14727, 5.19224, 2.41231], [-0.70188, 4.31909, 1.48072], [0.80499, 2.71613, -3.19322], [2.08433, -0.10878, -4.65637], [3.45042, 1.57749, -5.86383], [2.89020, 3.97039, -5.62827], [1.54936, 5.71483, -4.68399], [-0.10787, 6.50688, -3.03020], [-0.89426, 4.95878, -1.27612], [-2.35262, 2.40307, -2.77720], [-4.80130, 2.47303, -2.88209], [-6.13584, 2.56530, -0.79680], [-4.99250, 2.42931, 1.39537], [-2.54520, 2.25523, 1.50521], [2.15123, 3.18560, 0.06667], [3.13308, 4.69576, 1.74191], [1.65529, 5.98160, 3.26594], [-0.80106, 5.77572, 3.05099], [-1.77577, 4.26133, 1.39042], [0.40910, 0.66918, 3.10254], [1.61378, 0.80129, 2.52486], [1.74084, 0.70244, 1.16010], [3.01958, 0.88165, 0.66177], [3.21902, 0.83462, -0.67771], [4.11680, 1.14234, 1.45171], [5.33089, 1.31574, 0.92212], [3.94240, 1.22924, 2.81934], [4.98548, 1.47917, 3.61246], [2.68564, 1.06200, 3.35670], [2.51813, 1.16735, 4.67636]], "atomic_forces_ev_per_a": [[-0.5, 0.2, 1.5], [0.2, 0.3, -1.2], [-2.9, 0.8, 2.0], [2.2, -1.7, 0.0], [1.0, 0.2, -1.7], [-0.2, 0.1, -0.2], [-0.2, -0.1, 0.1], [0.1, 0.1, -0.1], [0.1, -0.1, -0.1], [0.0, 0.1, 0.0], [0.0, -0.1, 0.1], [0.1, 0.1, 0.0], [0.0, 0.0, 0.0], [0.0, 0.1, -0.1], [0.0, -0.2, -0.1], [0.2, 0.3, -0.1], [0.0, 0.0, 0.0], [0.0, 0.1, 0.1], [0.1, 0.0, 0.0], [0.0, 0.0, -0.1], [0.0, 0.0, 0.1], [0.1, -0.2, 0.0], [0.0, 0.0, 0.1], [0.0, 0.1, 0.0], [0.0, 0.0, 0.0], [0.0, 0.0, 0.0], [0.0, 0.0, 0.0], [0.1, 0.0, 0.0], [0.1, 0.0, 0.0], [0.0, 0.1, 0.0], [-0.1, 0.0, 0.0], [0.0, 0.0, 0.1], [0.0, -0.1, 0.0], [0.0, 0.0, 0.0], [0.0, 0.0, 0.0], [0.0, 0.0, 0.0], [0.0, 0.0, 0.0], [0.0, 0.0, 0.0], [0.0, 0.0, 0.0], [0.0, 0.0, 0.0], [0.0, 0.0, 0.0], [-0.1, 0.0, 0.0], [0.0, 0.0, 0.0], [0.0, 0.0, 0.0], [0.0, 0.0, 0.0], [-0.2, 0.0, 0.2], [-0.2, 0.0, -0.2], [-0.1, 0.0, -0.6], [0.0, 0.0, 0.0], [0.1, 0.0, 0.0], [0.0, 0.0, -0.1], [0.1, 0.0, 0.0], [0.1, 0.0, 0.0], [0.1, 0.0, 0.1], [0.0, 0.1, 0.1], [0.0, 0.0, 0.2]]}